(1)
C5H13NO | ωB97M-V with the def2-TZVPD basis set

The geometry in XYZ format:
```
20
Properties=species:S:1:pos:R:3
N -2.038 1.330 1.159
H 0.688 0.839 -0.593
C 0.110 -0.522 1.067
C -1.317 2.765 -0.620
H 3.443 -2.824 -1.784
O 3.130 -3.577 -2.294
H -2.379 3.041 -0.641
C -1.173 1.465 0.085
H 2.000 -1.761 0.629
H -2.097 0.485 1.689
H 2.177 -3.591 -2.175
H -0.872 2.794 -1.613
C 0.927 -1.659 0.325
C -0.075 0.652 0.150
H -0.884 3.624 -0.090
H 0.857 -1.320 -0.692
H -2.654 2.052 1.489
H 0.534 -0.251 2.012
H 0.501 -2.546 0.785
H -0.876 -0.998 1.111
```

Output
Structure (SMILES) = CC/C=C(/C)N.O
Energy = -8932.0109 eV
Energy relative to the best compared isomer or geometry (same formula, charge and spin) = 46.12 kcal/mol
Multiplicity = 1
Gap between HOMO and LUMO = 8.58 eV
E_LUMO = 0.968 eV

And the natural (NBO) charges, in e, turn out to be: atom 1 (N): -0.85, atom 2 (H): 0.19, atom 3 (C): -0.43, atom 4 (C): -0.65, atom 5 (H): 0.47, atom 6 (O): -0.94, atom 7 (H): 0.21, atom 8 (C): 0.19, atom 9 (H): 0.20, atom 10 (H): 0.38, atom 11 (H): 0.47, atom 12 (H): 0.23, atom 13 (C): -0.63, atom 14 (C): -0.30, atom 15 (H): 0.22, atom 16 (H): 0.22, atom 17 (H): 0.38, atom 18 (H): 0.21, atom 19 (H): 0.22, atom 20 (H): 0.19

(2)
C5H13NO | ωB97M-V with the def2-TZVPD basis set

The geometry in XYZ format:
```
20
Properties=species:S:1:pos:R:3
H -0.114 1.876 0.206
H 0.153 -1.623 -0.666
C -1.728 -2.394 -0.048
H 1.378 -0.229 2.515
C 0.481 2.508 -0.368
H -1.484 -3.212 0.709
H -1.192 -0.484 -0.489
H -0.081 3.406 -0.640
C -0.678 -1.350 -0.009
H 0.614 2.118 -2.470
C -0.215 -0.713 1.318
H -1.686 -3.019 -0.916
H 0.776 0.716 -1.417
C 1.033 1.758 -1.498
O -0.939 -0.084 2.009
H 1.225 2.932 0.322
H 2.198 1.808 -1.636
H 1.865 -1.170 1.168
N 1.139 -0.814 1.747
H -2.744 -2.034 0.163
```

Output
Structure (SMILES) = CCC(N)=O.CC
Energy = -8933.0980 eV
Energy relative to the best compared isomer or geometry (same formula, charge and spin) = 21.05 kcal/mol
Multiplicity = 1
Gap between HOMO and LUMO = 10.76 eV
E_LUMO = 0.863 eV

And the natural (NBO) charges, in e, turn out to be: atom 1 (H): 0.21, atom 2 (H): 0.21, atom 3 (C): -0.60, atom 4 (H): 0.40, atom 5 (C): -0.63, atom 6 (H): 0.20, atom 7 (H): 0.23, atom 8 (H): 0.21, atom 9 (C): -0.51, atom 10 (H): 0.21, atom 11 (C): 0.69, atom 12 (H): 0.22, atom 13 (H): 0.20, atom 14 (C): -0.61, atom 15 (O): -0.60, atom 16 (H): 0.21, atom 17 (H): 0.20, atom 18 (H): 0.38, atom 19 (N): -0.85, atom 20 (H): 0.22

(3)
C5H13NO | ωB97M-V with the def2-TZVPD basis set

The geometry in XYZ format:
```
20
Properties=species:S:1:pos:R:3
H 2.375 2.348 -0.599
C 2.581 0.230 -0.121
C 0.236 -0.558 0.392
H 1.289 1.297 -1.425
H 3.563 0.413 0.330
H -1.923 -1.496 -0.658
C 2.333 1.371 -1.080
H 1.831 -0.537 1.755
C -0.973 -0.541 0.948
H 2.622 -0.773 -0.550
N -2.046 -1.191 0.297
H -4.108 0.140 -1.031
H -2.800 -1.591 0.820
H -1.315 0.042 1.789
H 2.966 1.378 -1.965
H -4.753 -0.633 0.004
H 0.412 -1.001 -0.580
H 1.244 1.048 1.454
C 1.477 0.114 0.942
O -5.011 -0.061 -0.722
```

Output
Structure (SMILES) = CCC/C=C/N.O
Energy = -8932.5410 eV
Energy relative to the best compared isomer or geometry (same formula, charge and spin) = 33.90 kcal/mol
Multiplicity = 1
Gap between HOMO and LUMO = 8.98 eV
E_LUMO = 0.841 eV

And the natural (NBO) charges, in e, turn out to be: atom 1 (H): 0.21, atom 2 (C): -0.39, atom 3 (C): -0.27, atom 4 (H): 0.20, atom 5 (H): 0.20, atom 6 (H): 0.38, atom 7 (C): -0.61, atom 8 (H): 0.21, atom 9 (C): -0.01, atom 10 (H): 0.20, atom 11 (N): -0.86, atom 12 (H): 0.47, atom 13 (H): 0.38, atom 14 (H): 0.20, atom 15 (H): 0.21, atom 16 (H): 0.46, atom 17 (H): 0.19, atom 18 (H): 0.20, atom 19 (C): -0.43, atom 20 (O): -0.93

(4)
C5H13NO | ωB97M-V with the def2-TZVPD basis set

The geometry in XYZ format:
```
20
Properties=species:S:1:pos:R:3
H -1.672 0.414 -1.353
H -2.359 -1.642 0.800
C 1.375 -0.804 -0.720
H -1.616 1.792 -0.222
C -0.845 -0.110 0.575
H 1.312 -1.869 -0.496
O 2.530 1.896 -0.201
H -1.001 0.227 1.606
H 0.933 -0.602 -1.696
H 1.148 -0.221 1.327
H 2.599 2.664 0.381
H 1.415 1.782 -0.815
H -1.193 -1.987 -0.465
H -2.813 0.602 -0.003
H 2.445 -0.602 -0.751
C -1.773 0.718 -0.312
C -1.303 -1.573 0.538
H -0.765 -2.195 1.253
C 0.710 0.055 0.355
N 0.873 1.453 0.197
```

Output
Energy = -8929.4073 eV
Energy relative to the best compared isomer or geometry (same formula, charge and spin) = 106.16 kcal/mol
Multiplicity = 1
Gap between HOMO and LUMO = 10.06 eV
E_LUMO = 0.693 eV

And the natural (NBO) charges, in e, turn out to be: atom 1 (H): 0.20, atom 2 (H): 0.21, atom 3 (C): -0.64, atom 4 (H): 0.22, atom 5 (C): -0.19, atom 6 (H): 0.21, atom 7 (O): -0.74, atom 8 (H): 0.20, atom 9 (H): 0.20, atom 10 (H): 0.18, atom 11 (H): 0.49, atom 12 (H): 0.47, atom 13 (H): 0.20, atom 14 (H): 0.21, atom 15 (H): 0.23, atom 16 (C): -0.61, atom 17 (C): -0.60, atom 18 (H): 0.21, atom 19 (C): -0.11, atom 20 (N): -0.35

(5)
C5H13NO | ωB97M-V with the def2-TZVPD basis set

The geometry in XYZ format:
```
20
Properties=species:S:1:pos:R:3
H 0.960 1.588 3.308
H 1.025 -1.146 1.316
H 0.230 2.051 1.775
C -0.528 0.658 -1.901
N 1.772 -0.506 1.080
C -0.790 -0.461 -0.852
H -0.867 0.295 -2.873
H -2.480 -1.051 -2.122
C 1.872 0.685 1.609
O 2.831 1.455 1.417
H 0.530 0.756 -2.151
H -0.083 0.414 2.381
H -2.538 -1.770 -0.634
H -1.048 1.571 -1.639
H -1.302 -2.370 -1.790
H -1.178 -0.006 0.057
H 2.628 -0.939 0.743
C 0.635 1.227 2.346
C -1.800 -1.493 -1.392
H 0.131 -0.957 -0.680
```

Output
Energy = -8923.9550 eV
Energy relative to the best compared isomer or geometry (same formula, charge and spin) = 41.41 kcal/mol
<S²> = 0.76
Multiplicity = 2
Gap between HOMO and LUMO (spin up / spin down) = 10.17 / 5.21 eV
E_LUMO (spin up / spin down) = -4.313 / -9.266 eV
Charge = +1

And the natural (NBO) charges, in e, turn out to be: atom 1 (H): 0.28, atom 2 (H): 0.45, atom 3 (H): 0.28, atom 4 (C): -0.63, atom 5 (N): -0.69, atom 6 (C): -0.41, atom 7 (H): 0.23, atom 8 (H): 0.22, atom 9 (C): 0.63, atom 10 (O): -0.04, atom 11 (H): 0.21, atom 12 (H): 0.26, atom 13 (H): 0.22, atom 14 (H): 0.22, atom 15 (H): 0.22, atom 16 (H): 0.18, atom 17 (H): 0.44, atom 18 (C): -0.64, atom 19 (C): -0.62, atom 20 (H): 0.17

(6)
C5H13NO | ωB97M-V with the def2-TZVPD basis set

The geometry in XYZ format:
```
20
Properties=species:S:1:pos:R:3
H 0.142 -1.570 1.686
N -0.252 0.398 -0.409
H -2.257 -0.568 2.164
H -0.263 1.921 -1.824
H -1.584 1.098 2.146
H 0.881 0.649 -1.984
H 2.113 -2.360 -1.663
H -0.788 0.247 -2.445
C 0.534 0.548 0.673
H 3.327 -2.168 -2.515
C -0.073 -0.446 1.794
H -1.717 1.630 0.006
H -2.321 -0.102 -0.406
C -1.519 0.110 1.581
H 1.599 0.260 0.429
C -1.602 0.538 0.164
C -0.150 0.792 -1.732
O 3.091 -2.373 -1.631
H 0.586 1.650 1.090
H 0.252 -0.255 2.876
```

Output
Energy = -8923.5954 eV
Energy relative to the best compared isomer or geometry (same formula, charge and spin) = 49.71 kcal/mol
<S²> = 0.75
Multiplicity = 2
Gap between HOMO and LUMO (spin up / spin down) = 11.54 / 7.12 eV
E_LUMO (spin up / spin down) = -3.024 / -7.444 eV
Charge = +1

And the natural (NBO) charges, in e, turn out to be: atom 1 (H): 0.25, atom 2 (N): 0.01, atom 3 (H): 0.28, atom 4 (H): 0.28, atom 5 (H): 0.23, atom 6 (H): 0.25, atom 7 (H): 0.45, atom 8 (H): 0.27, atom 9 (C): -0.31, atom 10 (H): 0.47, atom 11 (C): -0.39, atom 12 (H): 0.25, atom 13 (H): 0.26, atom 14 (C): -0.47, atom 15 (H): 0.27, atom 16 (C): -0.27, atom 17 (C): -0.47, atom 18 (O): -0.92, atom 19 (H): 0.29, atom 20 (H): 0.26

Question: The lowest energy belongs to which entry?
Answer: number 2

Question: Look up the energy of the fourth one.
Answer: -8929.4073 eV